P:
ORCA calculation (ωB97M-V with the def2-TZVPD basis set) on the molecule C3H6O2S2.

Each line ends with the Mulliken charge.
Atoms and positions in Å:
1 H 0.6720 -1.3673 0.2794  0.27
2 S 2.0957 1.0882 -0.3602  -0.07
3 C -1.3486 -0.9049 0.6707  0.47
4 S 1.6131 2.1926 -2.0735  -0.19
5 O -1.2394 -1.9447 1.5341  -0.45
6 C 0.4263 0.7396 0.2412  -0.84
7 H -0.2175 1.5300 -0.1171  0.39
8 H 0.4301 0.8530 1.3333  0.38
9 H 2.3584 1.4335 -2.8835  0.16
10 H -0.3138 -0.7622 -1.1643  0.26
11 O -2.3586 -0.2635 0.5872  -0.54
12 H -2.0532 -1.9260 2.0571  0.33
13 C -0.0645 -0.6682 -0.1043  -0.16

Summary:
* highest occupied orbital energy: -8.825 eV
* SMILES: O=C(O)CCSS
* orbital gap: 9.16 eV

---

Q:
ORCA calculation (ωB97M-V with the def2-TZVPD basis set) on the molecule C3H6O2S2.

Each line ends with the Mulliken charge.
Atoms and positions in Å:
1 H -1.2088 0.8645 -0.1706  0.37
2 O 1.8642 1.1899 0.5806  -0.55
3 C -0.5007 0.5827 0.5978  -0.45
4 H -0.8281 0.7377 1.6255  0.26
5 C 0.7066 1.4377 0.3871  0.44
6 H -0.8996 -2.8972 -2.8803  0.14
7 H 1.1385 3.1826 0.1966  0.33
8 O 0.2972 2.7464 0.3519  -0.44
9 S -1.3035 -1.7805 -0.6987  -0.10
10 H -0.0339 -1.3412 1.4716  0.38
11 H 0.8579 -0.9912 0.0474  0.33
12 C -0.1636 -0.9568 0.4608  -0.56
13 S 0.0739 -2.7747 -1.9697  -0.17

Summary:
* highest occupied orbital energy: -8.428 eV
* SMILES: O=C(O)CCSS
* orbital gap: 8.65 eV

---

Referenced to the most stable arrangement, the calculated values in hartree are P 0.0000; Q 0.0225.